ORCA calculation (ωB97M-V with the def2-TZVPD basis set) on 2 unconnected molecules or ions with the total composition C2H7NO in a non-equilibrium geometry.

Values from the calculation:
Energy relative to the best compared isomer or geometry (same formula, charge and spin), eV: 5.608
Multiplicity: 1
HOMO-LUMO gap, eV: 5.93
Lowest unoccupied orbital energy, eV: -1.2443
HOMO, eV: -7.2

Each line ends with the Mulliken charge.
Geometry (Å):
O  2.430  0.428  -0.541  -1.027
N  -0.191  0.795  0.121  -0.293
C  -0.999  -0.382  -0.191  -0.174
C  -1.711  -1.084  0.728  -0.600
H  -1.369  -1.797  1.482  0.281
H  2.956  -0.286  -0.911  0.179
H  -2.796  -1.008  0.699  0.253
H  0.806  0.491  0.435  0.386
H  -1.444  -0.514  -1.174  0.280
H  -0.768  1.293  0.786  0.379
H  0.065  1.347  -0.702  0.336


ORCA calculation (ωB97M-V with the def2-TZVPD basis set) on a molecular structure, C38H39IrN3OP in a non-equilibrium geometry.

Values from the calculation:
Energy relative to the best compared isomer or geometry (same formula, charge and spin), eV: 1.969
Multiplicity: 2
Total charge: +3
HOMO-LUMO gap (spin up / spin down), eV: 5.91 / 5.62
Lowest unoccupied orbital energy (spin up / spin down), eV: -10.1924 / -10.7054
Expectation value of S²: 0.7610
HOMO (spin up / spin down), eV: -16.1 / -16.3

Each line ends with the Löwdin spin population.
Geometry (Å):
Ir  -0.801  -0.394  -0.408  0.535
P  0.926  -2.101  -0.788  0.121
O  -0.581  1.537  -0.713  0.066
N  -2.367  4.419  -1.281  0.008
N  -1.297  -0.345  1.487  0.018
N  -1.212  3.687  -1.212  0.008
C  -1.902  -1.558  -1.626  0.016
C  0.328  -2.179  3.467  0.002
C  2.558  -2.537  -1.351  0.021
C  -3.409  3.625  -1.018  -0.001
C  -1.589  -0.537  5.818  0.000
C  -1.030  -5.657  -0.868  0.017
C  -2.651  -3.870  -1.035  0.017
C  1.697  5.866  -0.520  0.000
C  4.047  -3.027  -3.152  0.000
C  0.431  5.307  -0.429  0.000
C  -4.807  4.127  -1.060  -0.001
C  -1.415  0.714  2.233  0.008
C  1.035  -1.720  0.982  0.001
C  0.099  4.269  -1.288  0.000
C  2.748  0.085  0.505  0.003
C  0.085  -2.399  1.942  -0.002
C  -2.400  5.791  -1.793  0.001
C  4.722  -3.451  -0.870  0.001
C  -1.468  -0.461  4.340  0.002
C  -0.281  -3.390  -1.020  0.033
C  2.813  -2.550  -2.733  0.007
C  -1.307  -1.699  2.070  0.002
C  1.981  -0.437  2.836  0.000
C  4.990  -3.469  -2.235  0.010
C  -1.549  2.422  -0.883  0.005
C  2.610  5.376  -1.445  0.000
C  2.263  4.327  -2.287  0.000
C  0.014  -4.748  -0.918  0.009
C  1.863  -0.727  1.403  0.022
C  3.508  -2.971  -0.418  0.010
C  1.323  -1.115  3.776  0.020
C  -1.592  0.690  3.647  0.002
C  0.996  3.767  -2.217  0.000
C  1.786  -2.076  -3.724  0.006
C  -2.354  -5.215  -0.893  -0.002
C  -1.178  -1.728  3.609  0.002
C  -1.611  -2.944  -1.174  0.005
C  -2.929  2.345  -0.747  0.007
H  0.555  -3.082  4.032  0.001
H  -0.281  5.673  0.300  0.000
H  -5.489  3.359  -0.704  0.000
H  -3.158  -5.936  -0.832  0.000
H  -1.462  0.431  6.295  0.000
H  2.970  3.963  -3.019  0.000
H  2.890  1.081  0.923  0.000
H  0.886  -2.698  -3.692  0.002
H  0.699  2.975  -2.892  0.000
H  5.947  -3.831  -2.587  0.000
H  4.275  -3.051  -4.210  0.000
H  1.969  6.683  0.134  0.000
H  5.457  -3.810  -0.163  0.000
H  -3.515  1.475  -0.507  0.001
H  -0.881  -1.253  6.237  0.000
H  -1.774  1.635  4.141  0.000
H  1.042  -5.083  -0.845  0.000
H  1.503  -0.890  4.822  0.001
H  2.356  0.199  -0.508  0.000
H  -4.924  5.014  -0.438  0.000
H  -2.588  -0.911  6.066  0.000
H  3.735  -0.377  0.425  0.001
H  -0.055  -3.448  1.687  0.000
H  -2.152  -2.243  1.648  0.001
H  -2.956  -1.295  -1.685  0.000
H  -1.783  -2.533  4.029  0.000
H  -1.380  1.671  1.725  0.000
H  -1.471  5.995  -2.316  0.000
H  3.592  5.822  -1.518  0.000
H  2.171  -2.127  -4.741  0.001
H  -1.402  -1.302  -2.577  0.006
H  -3.229  5.873  -2.491  0.000
H  -2.526  6.498  -0.976  0.000
H  1.498  -1.038  -3.537  0.001
H  2.684  0.336  3.121  0.000
H  -3.680  -3.545  -1.123  0.001
H  -0.819  -6.715  -0.791  0.001
H  -5.094  4.389  -2.080  0.000
H  3.296  -2.953  0.642  0.000


ORCA calculation (ωB97M-V with the def2-TZVPD basis set) on 2 unconnected molecules or ions with the total composition C4H8NO2 in a non-equilibrium geometry.

Values from the calculation:
Energy relative to the best compared isomer or geometry (same formula, charge and spin), eV: 1.616
Multiplicity: 1
Total charge: -1
HOMO-LUMO gap, eV: 8.00
Lowest unoccupied orbital energy, eV: 4.2162
HOMO, eV: -3.8

Each line ends with the Mulliken charge.
Geometry (Å):
O  2.646  -0.394  -0.398  -0.697
O  0.879  -1.361  -1.524  -0.764
N  0.166  2.330  0.812  -0.488
C  -0.129  1.040  0.314  0.256
C  -1.512  -1.016  0.052  -0.750
C  2.140  -1.341  -1.106  0.033
C  -1.318  0.404  0.495  -0.405
H  -2.145  0.934  1.030  0.175
H  -1.840  -1.630  0.888  0.244
H  -2.275  -1.156  -0.765  0.203
H  1.115  2.615  0.845  0.218
H  2.708  -2.233  -1.454  0.388
H  0.591  0.503  -0.367  0.208
H  -0.450  2.737  1.522  0.188
H  -0.576  -1.435  -0.344  0.193


ORCA calculation (ωB97M-V with the def2-TZVPD basis set) on a single C4H8O2 molecule.

Values from the calculation:
Energy relative to the best compared isomer or geometry (same formula, charge and spin), eV: 2.720
Multiplicity: 1
SMILES string: C=COCCO
HOMO-LUMO gap, eV: 9.50
Lowest unoccupied orbital energy, eV: 0.8941
HOMO, eV: -8.6

Each line ends with the Mulliken charge.
Geometry (Å):
O  -0.715  -0.014  -1.480  -0.476
O  0.877  -0.098  1.316  -0.382
C  0.969  0.846  0.255  -0.327
C  -0.144  -1.006  1.141  -0.136
C  -1.398  -0.683  0.858  -0.605
C  0.639  0.246  -1.128  -0.580
H  -1.733  0.353  0.842  0.323
H  0.343  1.728  0.453  0.271
H  1.054  0.900  -1.898  0.373
H  2.014  1.195  0.276  0.324
H  1.159  -0.718  -1.192  0.299
H  -1.256  0.780  -1.391  0.330
H  -2.088  -1.435  0.491  0.222
H  0.203  -2.037  1.159  0.364